Entry from the Open Molecules 2025 dataset: C21H38BaN7S2 as an isolated structure (ωB97M-V/def2-TZVPD).

Last column: Löwdin charge in e.
Element x y z (Å)
Ba  0.19  -0.01  0.19  1.668
N  2.52  -0.83  1.39  -0.119
C  2.45  -0.44  2.82  -0.238
C  2.18  1.06  2.95  -0.196
N  0.75  1.40  2.75  -0.235
C  -0.03  1.09  3.95  -0.187
C  -1.37  0.43  3.67  -0.246
N  -1.17  -0.91  3.10  -0.017
C  0.63  2.82  2.37  -0.198
C  -0.76  3.22  1.89  -0.240
N  -1.13  2.47  0.68  -0.088
H  2.63  -1.84  1.34  0.050
H  3.36  -0.44  0.98  0.080
H  3.37  -0.67  3.36  0.120
H  1.64  -1.01  3.28  0.092
H  2.75  1.58  2.17  0.110
H  2.54  1.43  3.91  0.132
H  -0.18  1.98  4.57  0.132
H  0.55  0.39  4.57  0.121
H  -1.94  1.01  2.95  0.093
H  -1.95  0.42  4.60  0.120
H  -2.07  -1.36  2.98  0.059
H  -0.65  -1.50  3.74  0.075
H  1.33  3.00  1.55  0.115
H  0.91  3.48  3.20  0.132
H  -0.75  4.30  1.73  0.121
H  -1.50  3.04  2.67  0.102
H  -0.61  2.84  -0.11  0.051
H  -2.11  2.63  0.45  0.079
C  -1.64  -2.55  -2.03  -0.187
C  -0.33  -2.18  -2.74  -0.190
N  0.79  -2.00  -1.81  -0.173
C  1.48  -3.22  -1.39  -0.269
C  0.73  -4.09  -0.37  -0.429
S  0.06  -3.18  1.07  0.811
C  -1.74  -3.46  0.91  -0.442
C  -2.56  -2.34  0.26  -0.280
N  -1.88  -1.69  -0.86  -0.184
H  -1.62  -3.59  -1.70  0.097
H  -2.46  -2.49  -2.76  0.128
H  -0.48  -1.23  -3.25  0.107
H  -0.12  -2.94  -3.50  0.126
H  1.47  -1.40  -2.26  0.103
H  2.43  -2.91  -0.95  0.109
H  1.73  -3.87  -2.24  0.124
H  1.41  -4.84  0.01  0.078
H  -0.09  -4.63  -0.84  0.067
H  -2.11  -3.63  1.92  0.072
H  -1.86  -4.41  0.38  0.075
H  -2.76  -1.56  0.99  0.090
H  -3.53  -2.77  -0.02  0.126
H  -2.43  -0.89  -1.15  0.069
S  2.29  3.43  -3.05  1.009
C  3.43  3.12  -1.82  -0.440
C  2.98  2.15  -0.97  -0.284
C  1.68  1.60  -1.27  -0.399
C  1.20  2.23  -2.39  -0.566
C  -0.09  2.00  -3.07  -0.307
C  -0.34  2.46  -4.36  -0.035
C  -1.57  2.25  -4.96  -0.051
C  -2.55  1.56  -4.25  -0.064
C  -2.23  1.12  -2.99  -0.167
N  -1.05  1.32  -2.39  0.049
H  4.36  3.67  -1.79  0.065
H  3.60  1.83  -0.13  0.066
H  0.44  2.99  -4.90  0.090
H  -1.76  2.61  -5.96  0.115
H  -3.53  1.37  -4.67  0.106
H  -2.98  0.60  -2.41  0.096

Computed properties:
E: -2028.02148 Eh
Charge: +1
Max |F|: 1.291 eV Å⁻¹
Relative energy (zero: lowest compared OMol25 entry of this formula, charge and spin): 0.2780 eV



Entry from the Open Molecules 2025 dataset: C11H9Br6N2O4PbS4Sb as an isolated structure (ωB97M-V/def2-TZVPD).

Last column: Löwdin charge in e.
Element x y z (Å)
Pb  -0.67  0.67  -0.95  1.141
Br  -2.30  -1.96  -2.71  0.556
C  -3.04  -0.55  -3.82  -1.063
Br  -1.84  0.01  -5.20  0.593
H  -3.26  0.29  -3.18  -0.086
H  -3.93  -0.96  -4.29  -0.014
S  -2.75  3.83  2.02  -0.245
Sb  -2.22  4.13  -0.17  -0.129
S  -3.06  2.44  -1.54  -0.288
S  0.34  3.38  -0.29  0.462
S  -2.18  6.25  -0.98  -0.316
Br  4.89  -2.89  -4.28  0.625
C  3.67  -2.26  -2.96  -0.778
C  3.78  -2.67  -1.65  -0.781
Br  5.16  -3.86  -1.11  0.623
C  2.85  -2.19  -0.70  -0.643
Br  2.93  -2.73  1.12  0.679
C  1.82  -1.31  -1.03  -0.456
O  0.98  -0.87  -0.14  -0.303
C  1.70  -0.89  -2.41  -0.467
O  0.73  -0.09  -2.75  -0.343
C  2.63  -1.38  -3.32  -0.641
Br  2.40  -0.81  -5.12  0.688
C  -0.88  -0.94  4.01  -0.017
C  -0.91  -0.20  2.70  -0.267
N  -1.46  -0.64  1.65  0.016
O  -2.04  -1.89  1.80  -0.036
C  -0.27  1.14  2.60  -0.290
C  0.28  1.86  3.79  -0.018
N  -0.19  1.62  1.43  -0.136
O  0.43  2.84  1.33  -0.638
H  -0.97  -2.00  3.83  0.072
H  -1.71  -0.62  4.64  0.092
H  0.05  -0.75  4.54  0.077
H  -2.25  -2.13  0.90  0.086
H  -0.24  1.57  4.70  0.074
H  0.17  2.93  3.63  0.074
H  1.34  1.63  3.91  0.096

Computed properties:
E: -18305.04726 Eh
Charge: -2
Max |F|: 0.895 eV Å⁻¹
Relative energy (zero: lowest compared OMol25 entry of this formula, charge and spin): 1.0281 eV



Entry from the Open Molecules 2025 dataset: a 2-piece molecular cluster, C2H2BrCl2NO overall (ωB97M-V/def2-TZVPD).

Last column: Löwdin charge in e.
Element x y z (Å)
C  -0.27  -1.39  0.36  -0.376
C  0.17  1.12  1.21  -1.063
N  0.06  -0.28  0.75  0.027
O  -0.56  -2.43  -0.05  0.152
Cl  -0.87  1.45  2.61  0.563
Cl  -0.35  2.06  -0.21  0.567
Br  0.62  -0.44  -2.83  0.452
H  1.12  1.36  1.64  0.045
H  0.08  -1.46  -3.47  -0.367

Computed properties:
E: -3701.77825 Eh
SMILES string: O=C=NC(Cl)Cl.Br
Charge: 0
Max |F|: 4.742 eV Å⁻¹
Relative energy (zero: lowest compared OMol25 entry of this formula, charge and spin): 0.3923 eV



Entry from the Open Molecules 2025 dataset: C29H22N8Sc as an isolated structure (ωB97M-V/def2-TZVPD).

Last column: Löwdin charge in e.
Element x y z (Å)
Sc  0.17  -0.21  0.32  1.223
N  1.44  3.00  -2.80  0.164
C  1.47  1.95  -2.01  -0.111
N  0.54  1.65  -1.12  0.050
C  -0.54  2.54  -0.98  -0.255
N  -1.42  2.40  -0.03  0.087
N  -1.17  1.37  0.83  -0.119
C  -1.87  1.31  1.91  -0.001
C  -1.61  0.22  2.83  -0.240
C  -2.26  0.13  4.05  0.041
C  -1.95  -0.92  4.90  0.022
C  -1.01  -1.85  4.49  0.007
C  -0.40  -1.69  3.26  -0.078
N  -0.68  -0.68  2.43  0.024
C  -0.67  3.65  -1.89  -0.085
C  -1.77  4.53  -1.87  0.016
C  -1.79  5.61  -2.72  -0.016
C  -0.73  5.85  -3.59  -0.006
C  0.36  5.00  -3.64  0.021
C  0.38  3.90  -2.79  -0.152
H  2.19  3.15  -3.46  0.185
H  2.32  1.28  -2.11  0.151
H  -2.63  2.06  2.12  0.160
H  -2.99  0.88  4.32  0.140
H  -2.43  -1.00  5.87  0.139
H  -0.75  -2.69  5.12  0.133
H  0.35  -2.41  2.93  0.124
H  -2.57  4.34  -1.17  0.123
H  -2.64  6.28  -2.70  0.129
H  -0.76  6.72  -4.24  0.132
H  1.18  5.18  -4.32  0.133
C  4.63  0.64  0.83  0.001
C  5.23  -0.56  0.46  0.022
C  4.42  -1.65  0.14  0.039
C  3.04  -1.50  0.20  -0.187
N  2.46  -0.32  0.52  0.004
C  3.25  0.71  0.84  -0.101
C  2.11  -2.62  -0.09  -0.173
C  2.51  -3.93  -0.32  0.048
C  1.54  -4.89  -0.54  0.035
C  0.20  -4.54  -0.55  0.050
C  -0.14  -3.21  -0.33  -0.177
N  0.80  -2.29  -0.10  0.046
C  -1.53  -2.69  -0.40  -0.192
C  -2.64  -3.51  -0.43  0.039
C  -3.90  -2.94  -0.57  0.021
C  -4.01  -1.57  -0.69  0.008
C  -2.85  -0.81  -0.63  -0.086
N  -1.63  -1.34  -0.47  0.018
H  5.23  1.49  1.10  0.133
H  6.30  -0.66  0.43  0.140
H  4.86  -2.59  -0.14  0.127
H  2.76  1.63  1.12  0.126
H  3.55  -4.21  -0.33  0.129
H  1.83  -5.92  -0.73  0.142
H  -0.56  -5.29  -0.73  0.131
H  -2.54  -4.58  -0.36  0.128
H  -4.78  -3.57  -0.60  0.139
H  -4.96  -1.08  -0.83  0.133
H  -2.90  0.27  -0.73  0.114

Computed properties:
E: -2316.41579 Eh
Charge: +3
Max |F|: 0.841 eV Å⁻¹



- The lowest max |F| belongs to which entry?
  C29H22N8Sc



- What is the E in the second record?
  -18305.04726 Eh